This record from OMol25 describes a cluster of 2 separate species, C3H9O in total. The level of theory is ωB97M-V/def2-TZVPD.

Element x y z (Å)
C 2.6685 0.8106 -0.0906
H 1.8869 0.0556 -0.1832
H 2.7909 1.0116 0.9718
H 2.3373 1.7165 -0.5802
H 3.5819 0.4349 -0.5504
C -1.1143 -0.0677 -0.2934
O -0.5180 0.8224 0.4928
C -2.1987 -0.9303 0.4138
H -0.4050 -0.8242 -0.7511
H -1.6656 0.3726 -1.1783
H -2.5724 -1.7062 -0.2698
H -3.0257 -0.2879 0.7288
H -1.7658 -1.4079 1.2898

Cartesian forces (eV/Å) of the 3 atoms listed first:
C -0.166 -0.435 0.036
H -0.114 0.239 -0.002
H 0.163 -0.006 -0.017

Computed properties:
Frontier orbital gap   0.2412 Ha
Charge   -1
DFT total energy   -5303.72741 eV
Relative energy (zero: lowest compared OMol25 entry of this formula, charge and spin)   3.87 kcal per mole
Highest occupied orbital energy   -0.0779 Ha

=====

This record from OMol25 describes a cluster of 6 separate species, C18H35N2O23P2S5 in total at a distorted geometry. The level of theory is ωB97M-V/def2-TZVPD.

Element x y z (Å)
C -3.9325 5.2115 2.5575
C -2.5805 4.3940 2.3475
P -2.8292 3.3718 0.7946
C -2.1088 4.4005 -0.6061
C -1.8080 1.8063 0.8119
C -2.4756 0.5384 1.1596
C -1.6009 -0.6619 1.1080
P -2.3816 -2.3309 1.4813
O -3.5926 -2.4578 0.6190
O -1.3147 -3.4872 0.9735
O -2.8074 -2.4976 3.0826
N -0.2959 -0.6576 0.7875
N 0.2172 0.5011 0.4895
C 1.6670 0.4736 0.0891
C -0.3661 1.7230 0.4695
H -3.9628 5.6445 3.5877
H -4.0550 6.0213 1.7908
H -4.8168 4.5319 2.4113
H -2.3175 3.7945 3.2495
H -1.7992 5.1701 2.1066
H -2.7814 5.2560 -0.8430
H -1.1100 4.7859 -0.2699
H -1.9490 3.7461 -1.4963
H -3.5496 0.4943 1.4340
H -1.7576 -3.9280 0.2182
H -3.6932 -2.0862 3.1420
H 2.0957 1.5015 0.1270
H 2.1897 -0.2571 0.7523
H 1.7318 0.0545 -0.9531
H 0.1645 2.6531 0.1722
C 4.1121 -2.9563 -2.9501
C 4.5663 -2.7510 -4.3798
O 4.0372 -1.4726 -4.7533
S 3.9955 -0.5186 -3.4598
O 5.1542 0.3078 -3.4712
O 2.6766 0.0089 -3.3254
O 4.2078 -1.6628 -2.3415
H 3.0683 -3.2772 -2.9074
H 4.7327 -3.6755 -2.4188
H 4.2025 -3.5296 -5.0462
H 5.6553 -2.6981 -4.4450
C -3.2132 -5.7373 3.6089
C -2.1170 -6.5744 4.2419
O -2.8053 -7.5645 5.0058
S -4.1967 -7.9310 4.2698
O -4.0012 -9.1081 3.4985
O -5.2506 -7.7966 5.2116
O -4.2382 -6.6684 3.2605
H -3.6293 -5.0240 4.3248
H -2.8675 -5.2033 2.7299
H -1.4594 -5.9857 4.8789
H -1.5218 -7.0870 3.4813
C -6.0338 4.3896 7.0325
C -5.5193 3.0917 7.6229
O -5.2900 2.2423 6.4929
S -4.8397 3.1440 5.2359
O -3.4170 3.1163 5.1505
O -5.6810 2.8299 4.1336
O -5.2788 4.5760 5.8296
H -7.0897 4.3121 6.7635
H -5.8934 5.2336 7.7052
H -6.2299 2.6358 8.3091
H -4.5648 3.2396 8.1343
C 3.0737 -2.4151 -8.8993
C 3.6376 -3.4202 -9.8851
O 4.9287 -3.7551 -9.3677
S 4.8902 -3.6843 -7.7586
O 4.6905 -4.9997 -7.2527
O 5.9505 -2.8461 -7.3180
O 3.4998 -2.8760 -7.6132
H 3.4957 -1.4205 -9.0621
H 1.9875 -2.3584 -8.9431
H 3.7200 -3.0149 -10.8914
H 3.0357 -4.3322 -9.9093
C 5.8379 4.1811 -2.0706
C 4.9208 3.1244 -1.4883
O 4.8650 3.4154 -0.0887
S 4.9982 5.0121 0.1249
O 3.6887 5.5516 0.2785
O 6.0398 5.2539 1.0573
O 5.5247 5.3807 -1.3547
H 6.8874 3.9388 -1.8885
H 5.6799 4.3218 -3.1383
H 5.2889 2.1142 -1.6555
H 3.9082 3.2135 -1.8929

Cartesian forces (eV/Å) of the 3 atoms listed first:
C -0.181 -0.698 -0.271
C 0.068 1.196 -0.416
P -1.260 -0.007 -0.535

Computed properties:
Frontier orbital gap   0.2516 Ha
Charge   +1
DFT total energy   -142049.05672 eV
Relative energy (zero: lowest compared OMol25 entry of this formula, charge and spin)   0.00 kcal per mole
Highest occupied orbital energy   -0.4218 Ha

=====

This record from OMol25 describes a structure of composition C28H57IrNOSi2Te2 at a distorted geometry. The level of theory is ωB97M-V/def2-TZVPD.

Element x y z (Å)
Ir 1.0196 0.9893 -0.4028
C 0.5323 3.0235 -0.8991
C 1.8488 2.8274 -1.3608
C 2.6438 2.4428 -0.1817
C 1.7570 2.4419 0.9326
C 0.4351 2.8221 0.5173
C -0.8135 3.0482 1.3336
C -0.7700 4.5436 1.7115
C -2.0811 2.7701 0.5223
C -0.8160 2.1936 2.5970
C 4.1452 2.2763 0.0574
C 4.4273 2.0095 1.5447
C 4.7593 1.1107 -0.7256
C 4.8521 3.5938 -0.2954
C 2.1575 3.0718 -2.8375
C 2.4010 4.5919 -2.9472
C 3.3587 2.3196 -3.4018
C 0.9396 2.7179 -3.7085
H -0.2970 3.2736 -1.5378
H 2.1191 2.3585 1.9415
H -0.7479 5.1776 0.8237
H 0.1019 4.7754 2.3252
H -1.6628 4.7999 2.2827
H -2.1879 3.4504 -0.3237
H -2.9522 2.9193 1.1599
H -2.0956 1.7462 0.1480
H 0.0118 2.4366 3.2658
H -0.7665 1.1353 2.3303
H -1.7426 2.3586 3.1463
H 3.9340 1.0998 1.9010
H 4.1283 2.8437 2.1813
H 5.4989 1.8732 1.6773
H 4.1918 0.1990 -0.5612
H 5.7796 0.9446 -0.3790
H 4.8076 1.2810 -1.7931
H 4.4087 4.4371 0.2385
H 4.8228 3.8112 -1.3609
H 5.9005 3.5305 -0.0040
H 3.2808 4.9105 -2.3888
H 1.5397 5.1580 -2.5886
H 2.5553 4.8473 -3.9961
H 4.2985 2.6442 -2.9649
H 3.4190 2.5249 -4.4699
H 3.2556 1.2398 -3.2800
H 0.1102 3.4141 -3.5819
H 0.5839 1.7055 -3.5163
H 1.2308 2.7681 -4.7562
C 1.4053 -0.7465 2.9317
Te 1.1637 -1.3034 0.8917
C 3.1771 -1.9582 0.6802
H 1.4627 -1.6500 3.5332
H 0.5539 -0.1486 3.2376
H 2.3226 -0.1705 3.0192
H 3.8312 -1.1814 1.0585
H 3.3656 -2.1482 -0.3733
H 3.2959 -2.8768 1.2494
O -2.0649 0.5284 -3.2525
C -1.3094 0.4271 -2.3678
N -0.5649 0.2353 -1.4414
C -4.9121 -0.0117 0.7067
Si -4.8296 -1.7352 1.4123
C -5.1106 -1.7575 3.2484
C -5.9428 -2.9156 0.4982
C -3.0108 -2.3495 1.1618
Te -2.4822 -2.4832 -0.8510
C -2.8325 -4.5277 -1.0539
Si -1.3045 -5.6364 -0.6553
C -1.8467 -7.3827 -0.9639
C -0.8408 -5.3512 1.1321
C 0.0666 -5.0798 -1.7923
H -5.9473 0.3339 0.6703
H -4.5200 0.0599 -0.3116
H -4.3523 0.6888 1.3317
H -6.0974 -1.3495 3.4793
H -4.3722 -1.1537 3.7796
H -5.0742 -2.7711 3.6512
H -6.9841 -2.6083 0.6185
H -5.8617 -3.9330 0.8879
H -5.7478 -2.9459 -0.5769
H -2.8786 -3.3482 1.5802
H -2.3167 -1.6589 1.6475
H -3.1209 -4.6870 -2.0952
H -3.6778 -4.7777 -0.4096
H -2.6739 -7.6637 -0.3096
H -1.0231 -8.0736 -0.7704
H -2.1685 -7.5314 -1.9958
H -1.6605 -5.5960 1.8110
H -0.5306 -4.3202 1.3253
H -0.0019 -5.9991 1.3982
H -0.2222 -5.1541 -2.8426
H 0.9535 -5.7021 -1.6535
H 0.3627 -4.0438 -1.5999

Cartesian forces (eV/Å) of the 3 atoms listed first:
Ir -1.197 0.364 -0.871
C -0.303 0.394 0.037
C 0.219 -0.252 -0.201

Computed properties:
Frontier orbital gap (alpha / beta)   0.2728 / 0.2347 Ha
Charge   +2
DFT total energy   -66667.03302 eV
Relative energy (zero: lowest compared OMol25 entry of this formula, charge and spin)   13.53 kcal per mole
Highest occupied orbital energy (alpha / beta)   -0.5214 / -0.5258 Ha
Multiplicity   2

=====

This record from OMol25 describes a structure of composition C48H54ClN6O4OsS4Te at a distorted geometry. The level of theory is ωB97M-V/def2-TZVPD.

Element x y z (Å)
Os -1.5970 0.1783 1.7664
O -5.4729 -4.9520 4.0708
C -4.8381 -4.0206 3.6634
S -3.9118 -2.9267 4.7254
C -3.3289 -1.8861 3.4517
C -3.6659 -2.2052 2.1828
S -3.1451 -1.2039 0.8649
S -4.6878 -3.6006 1.9433
S -2.3700 -0.4839 3.8165
O -0.0703 1.4106 2.4522
C 0.6889 2.1357 1.6631
C 2.0497 2.3092 1.9894
C 2.8954 3.0584 1.1978
C 2.4199 3.6849 0.0486
C 1.0895 3.5396 -0.2820
C 0.2131 2.7702 0.4923
C -1.1895 2.6593 0.1066
N -2.1567 1.9120 0.6587
C -3.3357 2.2071 -0.0196
C -3.0657 3.1041 -0.9971
N -1.7200 3.3636 -0.9087
H 2.4084 1.8507 2.9010
H 3.9385 3.1603 1.4786
H 3.0793 4.2765 -0.5745
H 0.7330 4.0347 -1.1790
H -5.0130 1.1204 -0.5221
H -3.7061 3.5685 -1.7289
H -1.1987 3.9452 -1.5408
C -4.6928 2.3868 2.5725
C -5.2706 1.5968 1.4288
O -6.3221 0.9964 1.4929
N -4.5580 1.5984 0.2415
Te -3.0125 -0.4663 -2.7297
C -3.6050 -0.9126 -4.7152
C -2.6868 -1.4420 -5.6312
C -1.2436 -1.6948 -5.2831
C -3.1309 -1.7622 -6.9138
C -4.4516 -1.5904 -7.2998
C -4.9136 -1.9481 -8.6871
C -5.3464 -1.0829 -6.3642
C -4.9503 -0.7404 -5.0764
C -5.9859 -0.2036 -4.1211
C -1.4353 0.8849 -3.1570
C -0.1827 0.6696 -2.5626
C 0.1057 -0.4963 -1.6544
C 0.8455 1.5784 -2.8087
C 0.6657 2.6942 -3.6131
C 1.7936 3.6615 -3.8588
C -0.5883 2.8944 -4.1826
C -1.6440 2.0093 -3.9730
C -2.9654 2.2952 -4.6347
H -5.4479 2.4522 3.3505
H -4.3945 3.3864 2.2481
H -3.8135 1.8857 2.9737
H -1.1659 -2.3490 -4.4111
H -0.7164 -0.7716 -5.0385
H -0.7276 -2.1699 -6.1179
H -2.4186 -2.1694 -7.6252
H -4.1236 -2.4426 -9.2522
H -5.2151 -1.0567 -9.2418
H -5.7756 -2.6168 -8.6531
H -6.3881 -0.9523 -6.6426
H -6.9582 -0.1417 -4.6095
H -5.7168 0.7926 -3.7624
H -6.0969 -0.8384 -3.2394
H -0.3586 -0.3642 -0.6720
H 1.1810 -0.6039 -1.5026
H -0.2938 -1.4294 -2.0525
H 1.8148 1.4067 -2.3486
H 2.6743 3.3927 -3.2740
H 1.5079 4.6826 -3.5930
H 2.0794 3.6726 -4.9130
H -0.7518 3.7609 -4.8193
H -3.0064 3.3286 -4.9816
H -3.7955 2.1188 -3.9469
H -3.1297 1.6417 -5.4945
C 1.6920 -1.9063 5.9095
C 3.1004 -1.4065 5.5413
C 3.9709 -1.5214 6.8038
C 2.9915 0.0732 5.1544
C 3.7502 -2.2412 4.3797
O 3.5908 -3.6428 4.5794
C 5.2628 -1.9288 4.2781
C 5.9843 -2.3572 2.9906
C 5.8568 -1.3609 1.8579
C 5.3159 -1.7208 0.6276
C 5.1444 -0.7923 -0.3905
C 5.5307 0.5197 -0.1775
Cl 5.2959 1.7008 -1.4318
C 6.1047 0.9034 1.0235
C 6.2650 -0.0394 2.0282
C 3.1696 -1.9776 2.9882
N 1.7255 -1.9695 2.8055
C 1.0694 -1.0361 2.1352
N -0.2153 -1.3657 2.0522
C -0.2744 -2.5555 2.7395
N 0.8866 -2.9722 3.1640
H 1.4439 -1.5607 6.9158
H 1.6226 -2.9932 5.8924
H 0.9237 -1.5154 5.2437
H 3.4596 -1.0279 7.6310
H 4.9462 -1.0467 6.6907
H 4.1336 -2.5606 7.1102
H 2.7963 0.6740 6.0458
H 2.1526 0.2367 4.4758
H 3.8994 0.4683 4.6902
H 3.8207 -3.8555 5.4902
H 5.7380 -2.4328 5.1205
H 5.4287 -0.8606 4.4282
H 5.6404 -3.3417 2.6654
H 7.0429 -2.4750 3.2338
H 5.0047 -2.7472 0.4606
H 4.7127 -1.0819 -1.3400
H 6.4228 1.9280 1.1667
H 6.7127 0.2694 2.9675
H 3.5860 -2.7231 2.3145
H 3.4958 -0.9948 2.6498
H 1.5469 -0.1778 1.6864
H -1.1781 -3.1362 2.8315

Cartesian forces (eV/Å) of the 3 atoms listed first:
Os 0.010 -0.260 -0.634
O 0.052 0.096 -0.043
C -0.033 -0.107 0.051

Computed properties:
Frontier orbital gap (alpha / beta)   0.2388 / 0.2375 Ha
DFT total energy   -133410.42380 eV
Relative energy (zero: lowest compared OMol25 entry of this formula, charge and spin)   0.00 kcal per mole
Highest occupied orbital energy (alpha / beta)   -0.2451 / -0.2592 Ha
Multiplicity   2